DFT (ωB97M-V/def2-TZVPD) results for a 2-piece molecular cluster, C11H14FNO5 overall.

Summary:
orbital gap = 9.009 eV
energy above the lowest of the compared OMol25 structures with the same formula, charge and spin = 0.00 kJ/mol
structure (SMILES) = C[C@H](F)C1=C(CN)C(=O)OC1=O.O=C1CCCO1

Structure (ORCA input):
```
! RIJCOSX wB97M-V def2-TZVPD def2/J DEFGRID3
* xyz 0 1
C 1.32 0.90 -3.28
C 0.62 0.72 -1.95
F -0.36 1.70 -1.82
C 1.48 0.78 -0.73
C 2.46 1.60 -0.34
C 3.06 2.82 -0.96
N 2.39 4.00 -0.39
C 2.92 1.11 1.00
O 3.94 1.33 1.56
O 1.97 0.23 1.49
C 1.24 -0.19 0.39
O 0.59 -1.18 0.40
H 2.22 0.29 -3.35
H 0.64 0.60 -4.08
H 1.55 1.96 -3.45
H 0.11 -0.25 -1.94
H 4.13 2.83 -0.74
H 2.93 2.79 -2.04
H 2.07 4.62 -1.11
H 3.01 4.51 0.23
O -5.73 -2.81 1.12
C -4.55 -2.69 1.32
C -3.73 -3.23 2.47
C -2.44 -2.42 2.39
C -2.37 -2.10 0.90
O -3.74 -2.01 0.47
H -3.56 -4.30 2.29
H -4.28 -3.12 3.41
H -1.56 -2.94 2.75
H -2.55 -1.50 2.96
H -1.88 -2.89 0.33
H -1.88 -1.16 0.68
*
```



DFT (ωB97M-V/def2-TZVPD) results for one molecule with the formula C5H7N5O.

Summary:
orbital gap = 8.539 eV
energy above the lowest of the compared OMol25 structures with the same formula, charge and spin = 205.32 kJ/mol
structure (SMILES) = CNc1ncnc(N)c1N=O

Structure (ORCA input):
```
! RIJCOSX wB97M-V def2-TZVPD def2/J DEFGRID3
* xyz 0 1
C 0.69 -2.25 -1.88
N 0.89 -1.52 -0.58
C 0.18 -0.46 -0.37
N -0.79 -0.07 -1.34
C -1.49 0.95 -0.98
N -1.63 1.64 0.22
C -0.64 1.32 1.03
N -0.53 2.14 2.01
C 0.33 0.37 0.77
N 1.44 0.15 1.63
O 1.51 0.85 2.65
H -0.25 -2.95 -1.80
H 0.40 -1.54 -2.77
H 1.70 -2.80 -2.04
H 1.55 -1.92 0.22
H -2.27 1.17 -1.73
H -1.16 2.91 2.02
H 0.08 2.02 2.94
*
```



DFT (ωB97M-V/def2-TZVPD) results for C45H48BrIrN5O6P4Se2Te as an isolated structure.

Summary:
orbital gap = 5.167 eV
energy above the lowest of the compared OMol25 structures with the same formula, charge and spin = 95.87 kJ/mol

Structure (ORCA input):
```
! RIJCOSX wB97M-V def2-TZVPD def2/J DEFGRID3
* xyz 1 1
Ir 0.42 1.13 1.54
Br 6.30 5.13 3.92
C 4.71 4.13 3.75
C 4.04 3.71 4.89
C 2.87 2.99 4.77
C 2.35 2.70 3.51
C 3.05 3.10 2.38
C 4.22 3.83 2.49
N 1.13 1.98 3.31
C 0.29 1.83 4.27
C -0.90 1.03 4.03
C -1.80 0.70 5.01
C -2.90 -0.08 4.68
C -3.08 -0.44 3.37
C -2.14 -0.07 2.41
N -1.05 0.61 2.75
H 4.44 3.94 5.87
H 2.38 2.66 5.67
H 2.64 2.88 1.40
H 4.75 4.17 1.61
H 0.43 2.31 5.23
H -1.62 1.04 6.02
H -3.63 -0.36 5.43
H -3.95 -1.00 3.05
H -2.26 -0.32 1.37
Se -0.32 -1.28 -4.77
P -1.22 -2.24 -3.13
C -0.53 -3.88 -2.78
C -1.10 -4.71 -1.81
C -0.65 -6.01 -1.65
C 0.36 -6.50 -2.47
C 0.92 -5.69 -3.44
C 0.49 -4.38 -3.59
C -3.01 -2.50 -3.35
C -3.55 -3.77 -3.54
C -4.91 -3.90 -3.83
C -5.71 -2.78 -3.93
C -5.16 -1.51 -3.75
C -3.82 -1.37 -3.46
C -1.04 -1.12 -1.69
C -0.32 -1.05 -0.50
N -0.45 0.23 -0.07
N -1.21 0.90 -0.91
N -1.56 0.12 -1.89
P 0.63 -2.16 0.49
Se 1.53 -1.04 2.14
C 1.85 -2.91 -0.59
C 2.37 -4.18 -0.37
C 3.39 -4.66 -1.17
C 3.91 -3.87 -2.19
C 3.39 -2.61 -2.42
C 2.36 -2.12 -1.63
C -0.47 -3.39 1.22
C 0.05 -4.35 2.09
C -0.79 -5.29 2.66
C -2.16 -5.24 2.41
C -2.69 -4.25 1.60
C -1.85 -3.32 1.01
H -1.91 -4.35 -1.20
H -1.11 -6.65 -0.91
H 0.69 -7.53 -2.37
H 1.70 -6.07 -4.09
H 0.91 -3.73 -4.35
H -2.93 -4.65 -3.49
H -5.32 -4.89 -3.97
H -6.76 -2.89 -4.17
H -5.79 -0.63 -3.85
H -3.39 -0.39 -3.33
H 1.96 -4.82 0.40
H 3.79 -5.65 -0.99
H 4.71 -4.25 -2.81
H 3.77 -2.00 -3.23
H 1.95 -1.14 -1.82
H 1.10 -4.35 2.34
H -0.38 -6.05 3.31
H -2.81 -5.98 2.87
H -3.75 -4.20 1.43
H -2.26 -2.56 0.36
C 3.85 1.51 -3.30
O 3.39 2.23 -2.15
P 1.95 1.84 -1.52
O 2.35 0.80 -0.25
C 3.74 0.69 0.15
O 1.79 3.13 -0.56
C 1.95 4.48 -1.02
H 4.51 2.17 -3.85
H 3.02 1.21 -3.94
H 4.41 0.62 -2.99
H 4.18 -0.16 -0.37
H 3.77 0.51 1.22
H 4.29 1.60 -0.09
H 1.38 4.66 -1.93
H 3.00 4.69 -1.20
H 1.57 5.12 -0.22
C -1.58 5.27 -1.99
C -1.64 3.85 -1.48
O -2.45 3.78 -0.28
P -1.83 3.68 1.18
O -0.52 2.88 1.16
Te -3.66 3.11 2.54
O -1.25 5.13 1.52
C -2.15 6.26 1.63
C -1.31 7.52 1.66
H -1.02 5.31 -2.92
H -1.09 5.93 -1.26
H -2.58 5.65 -2.18
H -0.66 3.45 -1.26
H -2.12 3.18 -2.19
H -2.73 6.15 2.55
H -2.84 6.26 0.79
H -0.64 7.51 2.51
H -1.96 8.39 1.73
H -0.71 7.60 0.75
*
```



DFT (ωB97M-V/def2-TZVPD) results for a 2-piece molecular cluster, C15H27BN3O5 overall.

Summary:
orbital gap (alpha / beta) = 9.118 / 9.182 eV
⟨S²⟩ = 0.7540

Structure (ORCA input):
```
! RIJCOSX wB97M-V def2-TZVPD def2/J DEFGRID3
* xyz 0 2
C 3.52 1.28 2.59
O 3.41 1.69 1.23
B 2.18 1.93 0.68
O 2.09 2.07 -0.67
C 0.84 2.06 1.53
N -0.37 2.08 0.70
C -1.34 2.78 1.38
O -2.49 2.47 1.53
C -0.60 3.98 1.95
C 0.80 3.44 2.25
N 1.83 4.36 1.68
C 2.53 5.00 2.44
O 3.22 5.65 3.11
H 3.18 0.26 2.71
H 4.58 1.33 2.86
H 2.98 1.95 3.26
H 2.91 2.44 -1.01
H 0.72 1.26 2.27
H -0.66 1.20 0.29
H -1.10 4.50 2.76
H -0.47 4.66 1.10
H 0.95 3.33 3.32
C -0.88 -4.08 -0.57
C -1.35 -2.65 -0.19
C -2.71 -2.33 -0.83
C -2.65 -2.00 -2.32
C -1.59 -0.93 -2.60
C -0.21 -1.31 -2.07
N -0.34 -1.63 -0.60
O -0.38 -0.58 0.13
C 0.37 -2.49 -2.86
C 0.76 -0.15 -2.21
C -1.49 -2.61 1.33
H 0.19 -4.11 -0.74
H -1.10 -4.77 0.24
H -1.38 -4.45 -1.46
H -3.15 -1.48 -0.30
H -3.37 -3.18 -0.66
H -2.45 -2.90 -2.91
H -3.62 -1.63 -2.64
H -1.50 -0.75 -3.67
H -1.90 0.01 -2.14
H 1.32 -2.81 -2.44
H 0.55 -2.16 -3.88
H -0.29 -3.35 -2.92
H 0.38 0.75 -1.74
H 0.92 0.07 -3.27
H 1.72 -0.39 -1.76
H -0.52 -2.76 1.81
H -2.16 -3.41 1.64
H -1.90 -1.66 1.67
*
```



DFT (ωB97M-V/def2-TZVPD) results for a 3-piece molecular cluster, C3H7NO2 overall.

Summary:
orbital gap (alpha / beta) = 8.829 / 8.829 eV
energy above the lowest of the compared OMol25 structures with the same formula, charge and spin = 720.28 kJ/mol

Structure (ORCA input):
```
! RIJCOSX wB97M-V def2-TZVPD def2/J DEFGRID3
* xyz 0 1
C -0.88 1.27 0.19
C -0.13 0.39 -0.60
N -1.03 -0.53 -1.07
O -0.86 -1.53 -0.26
C 1.26 -0.01 -0.14
O 1.81 -1.10 -0.83
H -1.88 1.52 -0.14
H -1.17 0.11 1.13
H -0.40 1.96 0.89
H -1.10 -0.91 0.88
H 1.24 -0.19 0.96
H 1.92 0.84 -0.31
H 1.21 -1.84 -0.70
*
```



DFT (ωB97M-V/def2-TZVPD) results for C29H27BF32N2O7S as an isolated structure.

Summary:
orbital gap = 8.527 eV

Structure (ORCA input):
```
! RIJCOSX wB97M-V def2-TZVPD def2/J DEFGRID3
* xyz 0 1
C 1.07 2.76 0.36
O 0.41 2.86 1.62
B -0.52 1.85 1.81
O -0.23 0.62 2.39
C -2.05 2.09 1.40
C -2.64 1.43 0.42
C -4.03 1.67 0.13
C -4.73 2.56 0.82
C -6.21 2.75 0.51
C -7.00 1.78 1.41
O -8.14 1.26 0.73
C -4.14 3.31 1.87
N -4.68 4.23 2.65
S -3.50 4.71 3.63
N -2.29 3.78 3.14
C -2.77 3.05 2.14
H 1.94 3.42 0.40
H 1.49 1.76 0.19
H 0.44 3.07 -0.48
H -0.99 0.44 2.96
H -2.11 0.69 -0.17
H -4.54 1.12 -0.66
H -6.44 3.77 0.81
H -6.41 2.58 -0.55
H -6.33 0.94 1.63
H -7.27 2.24 2.37
H -8.44 0.50 1.26
C 2.93 1.54 4.42
C 3.78 2.70 4.97
C 4.60 3.52 3.97
F 5.48 2.78 3.27
F 5.31 4.46 4.64
F 4.56 2.25 5.97
F 2.89 3.57 5.53
O 3.49 0.22 4.46
C 4.37 -0.22 3.50
C 5.79 -0.44 4.03
F 6.27 0.65 4.65
F 6.62 -0.73 3.00
F 4.34 0.58 2.42
F 3.91 -1.43 3.09
H 2.07 1.47 5.08
H 2.51 1.75 3.44
H 3.94 4.04 3.26
H 5.80 -1.27 4.74
C -10.50 -2.24 0.59
C -10.84 -1.02 1.47
C -11.94 -1.18 2.52
F -13.12 -1.53 1.99
F -12.12 0.01 3.15
F -11.07 0.04 0.67
F -9.69 -0.73 2.17
O -11.09 -2.35 -0.70
C -12.36 -2.86 -0.88
C -13.37 -1.80 -1.36
F -13.38 -0.72 -0.56
F -14.61 -2.33 -1.36
F -12.78 -3.50 0.23
F -12.27 -3.79 -1.85
H -9.44 -2.14 0.37
H -10.59 -3.17 1.15
H -11.65 -1.92 3.27
H -13.11 -1.48 -2.37
C 2.46 -0.82 -2.43
C 3.64 -1.35 -3.27
C 4.82 -0.41 -3.51
F 4.47 0.73 -4.13
F 5.73 -1.02 -4.31
F 3.16 -1.84 -4.44
F 4.14 -2.42 -2.58
O 1.32 -0.29 -3.10
C 1.29 1.02 -3.55
C 1.28 1.13 -5.08
F 2.29 0.43 -5.64
F 1.42 2.42 -5.44
F 2.29 1.72 -2.99
F 0.14 1.56 -3.09
H 2.06 -1.70 -1.93
H 2.80 -0.16 -1.64
H 5.32 -0.16 -2.57
H 0.34 0.74 -5.48
C 9.31 -3.70 -1.65
C 10.45 -4.44 -2.38
C 11.80 -3.72 -2.51
F 11.71 -2.55 -3.15
F 12.65 -4.50 -3.21
F 10.00 -4.86 -3.58
F 10.69 -5.56 -1.64
O 8.34 -2.99 -2.42
C 8.57 -1.70 -2.87
C 8.71 -1.61 -4.39
F 9.63 -2.47 -4.86
F 9.09 -0.36 -4.74
F 9.62 -1.16 -2.22
F 7.49 -0.97 -2.50
H 8.72 -4.49 -1.19
H 9.68 -3.09 -0.83
H 12.23 -3.55 -1.52
H 7.76 -1.84 -4.87
*
```



no.,M (g/mol)
1,259.23
2,153.14
3,1436.44
4,340.21
5,89.09
6,1166.36